# 1
10
Properties=species:S:1:pos:R:3:forces:R:3 method="wB97M-V/def2-TZVPD" homo_energy_ev=-9.80 e_above_lowest_ev=1.2716 gap_ha=0.3982 largest_force_ev_per_a=1.53
C 0.2902 0.1506 -0.8909 0.466 0.676 0.749
O 1.0107 -0.9704 -1.3646 -0.199 -0.142 -0.319
C 0.0681 0.0716 0.5983 -0.941 -1.142 -0.376
C -1.0937 0.2875 1.2001 0.084 -0.611 0.297
H 0.8324 1.0900 -1.0696 0.048 -0.128 -0.314
H -0.6558 0.2263 -1.4249 -0.005 -0.196 -0.035
H 1.9425 -0.8648 -1.1623 0.045 0.076 0.047
H 0.7931 -0.5092 1.1645 0.554 0.731 0.025
H -1.1518 0.0856 2.2614 -0.174 0.102 0.073
H -2.0358 0.4328 0.6881 0.123 0.632 -0.149

# 2
15
Properties=species:S:1:pos:R:3:forces:R:3 method="wB97M-V/def2-TZVPD" s2=0.75 homo_energy_ev="-10.75 / -10.71" charge=+1 multiplicity=2 e_above_lowest_ev=2.3051 gap_ha="0.2443 / 0.0421" largest_force_ev_per_a=4.94
C 2.3803 3.5151 -0.3795 0.455 0.139 0.832
S 1.1141 3.1856 -1.5804 0.127 1.023 -0.139
H 2.9002 4.4301 -0.6705 -0.297 0.035 -0.370
H 1.9884 3.7468 0.6687 0.209 -0.858 -1.228
H 3.1321 2.6997 -0.4323 -0.597 0.182 0.473
H 0.7197 1.9428 -1.3084 0.079 -0.566 0.459
N -0.5603 -1.9848 1.2319 -2.328 2.109 2.797
C -1.4903 -1.6546 0.1236 4.771 -1.218 -0.459
N -2.1909 -2.7825 -0.3160 -0.249 -1.242 -3.149
H 0.2967 -2.4222 1.2279 1.785 -1.288 -0.591
H -0.9684 -1.8802 2.2095 0.924 -0.316 -2.104
H -1.9353 -0.8505 0.6785 -1.646 0.522 -1.036
H -0.8049 -1.3204 -0.7773 -1.525 -0.054 1.673
H -1.7419 -3.5057 -1.0282 -1.331 2.401 2.608
H -2.8396 -3.1193 0.3527 -0.378 -0.869 0.233

# 3
8
Properties=species:S:1:pos:R:3:forces:R:3 method="wB97M-V/def2-TZVPD" s2=2.01 homo_energy_ev="-7.21 / -9.46" multiplicity=3 e_above_lowest_ev=0.8163 gap_ha="0.2305 / 0.2004" largest_force_ev_per_a=2.64
P 1.4762 0.3720 0.4826 0.037 -1.616 -2.083
S 0.1856 -0.8723 1.2572 0.154 0.996 0.033
S -3.1800 -1.4000 -0.4663 0.279 0.036 0.145
S 1.4361 1.0877 -1.6003 0.537 0.822 1.331
S 2.8602 1.4769 1.3993 0.342 0.847 0.812
H -1.8979 -0.9123 -0.4630 -0.761 -0.424 0.366
H 2.3194 2.1643 -1.4053 -0.961 -1.039 -0.044
H -3.1996 -1.9163 0.7958 0.374 0.378 -0.560

# 4
9
Properties=species:S:1:pos:R:3:forces:R:3 method="wB97M-V/def2-TZVPD" s2=2.06 homo_energy_ev="-7.87 / -8.27" multiplicity=3 e_above_lowest_ev=2.4654 gap_ha="0.3116 / 0.2769" largest_force_ev_per_a=4.12
C 0.0740 0.7113 -0.4380 -0.653 0.319 -0.452
C 0.8553 -0.5440 -0.2588 -3.358 0.161 2.378
O -2.3430 -1.3507 0.2720 -0.298 1.073 -0.334
O 0.2474 1.8044 0.2576 -0.271 -0.145 -0.232
S -2.6664 0.0479 -0.2035 0.472 -1.110 0.344
H 1.1481 -0.8805 -1.1942 -0.107 -1.043 -1.938
H 0.0646 -1.2732 0.3002 1.890 1.421 -1.517
H 1.7359 -0.4490 0.2749 1.867 0.195 1.803
H 0.8840 1.9337 0.9898 0.457 -0.871 -0.052

# 5
79
Properties=species:S:1:pos:R:3:forces:R:3 method="wB97M-V/def2-TZVPD" homo_energy_ev=-6.01 charge=-1 e_above_lowest_ev=1.1920 gap_ha=0.3065 largest_force_ev_per_a=2.02
Cl 0.6206 0.8937 0.1334 -0.340 0.246 0.625
O -0.4872 1.0292 -0.7931 0.156 0.146 -0.377
O 1.1495 2.1643 0.5325 -0.475 -0.226 -0.112
O 0.1022 0.1622 1.2846 0.372 -0.012 0.081
O 1.6848 0.1367 -0.4803 0.176 -0.697 -0.343
C -3.0400 3.5651 0.0194 -1.149 -0.612 0.961
O -1.7195 3.6503 0.4799 0.772 0.616 -0.347
P -1.1296 4.8414 1.3724 0.471 -0.789 0.200
O 0.3195 4.7781 1.5486 -0.966 0.505 -0.423
O -1.6955 6.2089 0.7336 -0.191 -0.713 1.285
C -3.0530 6.6094 0.9112 -0.689 0.853 -1.550
O -1.9599 4.6840 2.7412 -0.530 0.610 -0.433
C -1.8125 3.4622 3.4770 0.844 0.488 0.486
H -3.7284 3.6963 0.8688 -0.008 0.180 -0.099
H -3.2291 2.5406 -0.3024 0.400 0.057 -0.276
H -3.3526 4.2575 -0.7634 0.546 0.153 -0.094
H -3.4192 6.7313 -0.1169 -0.194 0.037 0.186
H -3.1454 7.5980 1.3637 0.500 -0.091 0.256
H -3.7683 5.9581 1.4059 0.623 -0.490 0.312
H -1.7733 3.7421 4.5328 -0.187 0.025 -0.036
H -0.8305 3.0400 3.2498 -0.257 -0.471 -0.174
H -2.6602 2.7998 3.3216 0.133 -0.130 -0.301
C 4.2813 0.2332 4.7885 0.440 0.116 0.024
O 3.4200 0.8606 3.8446 -0.831 0.365 0.897
P 2.1659 1.7862 4.2683 0.837 0.368 -1.483
O 2.0303 2.9608 3.4005 -0.308 -0.799 1.065
O 0.9029 0.8257 4.2845 0.166 0.191 -0.373
C 0.9035 -0.4867 4.8173 0.068 -0.144 0.605
O 2.4725 2.0949 5.8137 -0.033 -0.391 -0.075
C 1.6893 3.0781 6.4799 0.066 0.004 0.721
H 3.9503 0.3157 5.8241 -0.277 -0.077 -0.136
H 5.2532 0.7308 4.7464 0.017 -0.150 -0.141
H 4.3859 -0.8138 4.5022 0.060 0.018 0.040
H 1.8664 -1.0015 4.8044 0.217 0.390 -0.177
H 0.2296 -1.1254 4.2522 -0.257 0.335 -0.094
H 0.5924 -0.3996 5.8600 -0.150 -0.300 0.026
H 2.2509 4.0086 6.5174 -0.226 0.183 -0.323
H 1.5528 2.7599 7.5162 0.096 -0.193 -0.055
H 0.6913 3.1961 6.0626 0.118 0.162 -0.338
C 0.8124 -0.3285 -7.8943 0.337 1.536 -0.199
O 2.0836 -0.7072 -7.3503 -0.554 -1.159 0.464
P 2.0616 -1.5741 -5.9993 0.461 0.456 0.198
O 3.3860 -2.1189 -5.6320 -1.138 0.301 -0.241
O 1.4021 -0.5279 -4.9821 0.134 -0.705 -0.164
C 1.5824 -0.8008 -3.5705 0.406 0.108 0.484
O 0.8940 -2.6415 -6.2618 0.518 0.377 -0.429
C 0.7321 -3.7571 -5.4006 -0.674 -0.942 0.408
H 0.2755 0.2684 -7.1535 -0.283 -0.440 0.081
H 0.2210 -1.1384 -8.3116 0.145 -0.239 0.280
H 1.0483 0.3932 -8.6808 0.011 -0.278 -0.152
H 2.4655 -0.2518 -3.2573 -0.014 -0.068 0.209
H 1.7263 -1.8598 -3.3611 0.123 -0.032 -0.194
H 0.7395 -0.4863 -2.9603 -0.190 0.347 -0.476
H 0.9894 -4.6993 -5.8905 0.546 0.264 -0.220
H -0.3206 -3.8902 -5.1428 0.053 0.580 0.037
H 1.2899 -3.6550 -4.4739 0.129 -0.036 -0.050
C -2.5407 -6.1360 -2.1052 0.384 -0.085 0.550
O -3.1527 -4.8574 -1.9590 -0.009 0.595 -0.144
P -2.3149 -3.5002 -2.0791 0.336 0.446 0.608
O -1.7626 -3.1926 -3.4076 -0.339 -0.230 0.214
O -1.2252 -3.6556 -0.9237 -0.878 -0.480 -0.772
C -0.4459 -2.5150 -0.5738 0.784 1.063 1.296
O -3.3431 -2.3962 -1.5147 0.647 -1.039 -0.485
C -4.0598 -1.6132 -2.4816 -0.584 -0.210 0.231
H -1.4574 -6.0397 -2.1787 -0.001 -0.076 -0.101
H -2.9255 -6.6925 -2.9573 -0.127 0.314 -0.158
H -2.7726 -6.6907 -1.1955 0.060 -0.074 -0.052
H -0.6260 -1.6342 -1.1892 -0.151 -0.122 -0.046
H 0.6327 -2.6873 -0.5302 -0.149 -0.582 -0.707
H -0.6478 -2.2656 0.4713 -0.459 0.178 -0.234
H -4.1283 -2.1236 -3.4421 0.393 0.212 -0.088
H -3.5957 -0.6317 -2.5415 -0.030 -0.041 -0.221
H -5.0890 -1.5414 -2.1219 0.150 0.224 0.161
C 2.5468 -2.3270 2.0793 0.818 0.158 1.841
O 3.3193 -3.5403 2.1847 -0.125 -0.041 -0.835
H 3.0851 -1.5858 2.6858 -0.211 0.325 -0.278
H 2.4795 -1.9080 1.0816 -0.186 -0.508 -0.187
H 1.6022 -2.4838 2.6064 -0.358 0.183 -0.689
H 3.3219 -3.7799 3.1120 0.015 -0.039 0.055

# 6
95
Properties=species:S:1:pos:R:3:forces:R:3 method="wB97M-V/def2-TZVPD" homo_energy_ev=-7.86 gap_ha=0.3008 largest_force_ev_per_a=4.55
C 0.0433 -5.1926 2.7467 0.672 1.576 -0.545
C -0.5144 -4.0599 1.7435 -1.065 1.339 -0.898
C -0.3276 -4.2467 0.2027 -1.537 3.373 1.118
C -0.8286 -3.1244 -0.7380 -0.327 -0.171 4.373
C -1.5140 -1.8719 -0.0790 0.529 -1.441 0.837
C -2.0008 -0.6631 -1.0471 0.622 -1.373 1.498
C -0.7820 0.3749 -1.3922 -0.801 1.434 -0.607
C -0.7779 0.3472 -2.9985 1.170 -0.340 -0.329
C -0.0815 -0.9767 -3.5991 -0.261 -0.465 -0.253
C -1.1333 -1.8818 -4.4263 1.298 0.313 -0.014
N -1.6226 -1.0589 -5.5796 -0.672 0.338 0.692
C 0.5789 0.1517 -0.5833 2.610 -2.091 0.996
O 1.3854 -0.7947 -0.5349 -3.295 3.070 -0.658
O 0.8794 1.2629 0.2927 -0.664 -0.190 -2.754
C 0.3341 2.4948 -0.3007 -1.463 -0.258 0.001
C 0.2459 3.5271 0.9195 0.379 -0.237 0.102
C -0.6818 3.0651 2.1401 0.223 1.116 1.291
C 0.0763 2.1130 3.2137 -0.038 0.667 -1.365
F -0.4352 0.7710 3.0591 0.805 1.790 0.682
C 1.1555 3.1534 -1.5157 -0.253 0.260 0.201
C 2.5768 3.7766 -1.1206 0.441 -0.252 -0.986
C 3.7632 2.7234 -0.9676 0.503 1.023 1.474
F 3.7062 1.9851 0.2648 -0.025 1.403 -3.108
F 4.9765 3.5083 -0.8558 -2.106 -1.653 -0.387
C 3.9945 1.7760 -2.2461 0.343 -0.295 -0.569
F 3.9373 2.5997 -3.4080 0.004 -1.656 2.336
F 3.0379 0.7448 -2.3885 1.755 2.283 0.433
C 5.4429 1.0383 -2.2491 1.055 -0.825 -0.066
F 5.7712 0.4635 -0.9975 -0.880 1.568 -2.584
F 6.4984 1.8856 -2.6499 -2.505 -1.480 1.002
C 5.4484 -0.2020 -3.3085 1.737 -1.355 -0.371
F 4.9076 -1.3883 -2.7493 0.919 3.265 -1.809
F 6.8305 -0.4935 -3.5427 -3.289 0.569 0.347
F 4.8847 0.1442 -4.5475 1.008 -1.101 3.075
C -1.0633 1.9041 -0.8829 -2.078 -0.576 -0.025
C -1.9113 2.8083 -1.8961 0.765 1.453 0.411
N -3.2994 2.2734 -2.1513 0.583 0.520 0.878
C -1.7200 -1.7014 1.4396 1.857 -3.331 -2.261
C -1.2123 -2.8334 2.3663 0.209 0.309 -3.630
H -0.4229 -6.2172 2.5798 0.622 1.443 0.253
H -0.0738 -4.8008 3.8217 -0.071 -0.846 -1.605
H 1.1844 -5.2234 2.5601 -1.819 -0.321 0.283
H 0.2069 -5.1890 -0.1990 -1.123 1.775 0.835
H -0.6884 -3.2273 -1.8716 -0.340 0.313 2.001
H -2.4469 -1.1078 -2.0081 0.884 0.788 1.486
H -2.8589 -0.1590 -0.4897 1.230 -0.352 -0.785
H -1.8531 0.4156 -3.4155 1.668 0.048 1.098
H -0.2288 1.2599 -3.4123 -0.647 -1.241 0.579
H 0.4366 -1.6304 -2.8168 -0.614 1.224 -0.897
H 0.7167 -0.6193 -4.3473 -1.069 -0.773 1.060
H -1.9885 -2.2923 -3.7736 1.184 0.852 -1.058
H -0.5877 -2.7948 -4.8622 -0.711 1.264 0.771
H -2.5183 -0.6231 -5.3154 0.536 -0.338 -0.319
H -0.9944 -0.2525 -5.7613 -0.396 -0.957 0.263
H 0.0025 4.5953 0.5474 0.062 -1.800 0.501
H 1.3198 3.6101 1.3446 -1.661 -0.185 -0.693
H -1.6834 2.6097 1.8457 1.459 0.453 0.274
H -0.9381 4.0347 2.7371 0.377 -1.601 -1.124
H -0.0223 2.5161 4.2827 -0.326 -1.049 -1.473
H 1.1873 2.1362 2.9557 -1.443 -0.491 0.355
H 1.2162 2.4470 -2.4292 0.144 1.011 1.631
H 0.5098 4.0408 -1.8836 0.987 -1.376 0.698
H 2.5806 4.4320 -0.1902 -0.127 -1.098 -1.136
H 2.8794 4.4706 -1.9948 -0.270 -1.222 1.410
H -1.8486 1.6908 -0.0570 1.658 0.764 -0.664
H -2.0132 3.8490 -1.3910 0.407 -1.449 -0.633
H -1.3463 3.0231 -2.8818 -1.077 -0.630 1.442
H -3.6780 2.0024 -1.2205 0.267 0.184 -0.904
H -3.8941 3.0668 -2.4508 0.539 -0.695 0.138
H -2.2324 -0.7439 1.7906 0.890 -1.636 -0.315
H -1.3785 -2.6850 3.4952 0.498 -0.596 -1.972
C -3.3114 6.4808 5.0525 -0.179 -0.258 0.018
C -1.8059 6.3795 5.2405 -0.281 0.636 -0.174
C -1.2424 7.6378 5.8817 0.252 -0.017 0.187
O -1.1822 6.1723 3.9738 0.180 -0.274 -0.100
H -3.5671 7.3165 4.3930 0.081 0.060 0.118
H -3.7011 5.5747 4.5806 0.053 0.035 0.104
H -3.8201 6.6232 6.0092 0.004 0.015 -0.085
H -1.5709 5.5126 5.8641 0.095 -0.013 -0.222
H -1.4267 8.5135 5.2509 -0.137 -0.065 0.031
H -0.1587 7.5560 6.0003 -0.107 -0.052 0.039
H -1.6893 7.8150 6.8632 0.031 0.030 -0.073
H -1.3838 6.9340 3.4141 0.019 -0.113 0.144
C 0.2568 -9.6322 1.2661 0.013 0.022 0.316
C -0.5959 -8.6736 0.4499 0.416 -0.440 -0.358
C -1.1608 -9.3522 -0.7881 -0.290 0.081 -0.117
O 0.1940 -7.5527 0.0576 -0.024 0.237 0.064
H 1.1104 -9.9901 0.6813 -0.125 -0.033 -0.076
H 0.6654 -9.1284 2.1463 -0.102 -0.030 -0.049
H -0.3261 -10.4957 1.5966 0.071 0.029 -0.026
H -1.4152 -8.2939 1.0668 0.138 0.180 -0.083
H -0.3561 -9.7005 -1.4438 0.023 -0.064 0.140
H -1.7617 -8.6489 -1.3708 0.005 -0.051 0.115
H -1.7862 -10.2073 -0.5190 0.054 0.032 -0.052
H 0.9220 -7.8779 -0.4890 -0.138 0.006 0.113